# 1
Entry from OMol25: one molecule with the formula C6H9NO3 at a distorted geometry (ωB97M-V with the def2-TZVPD basis set).

Computed properties:
HOMO-LUMO gap (spin up / spin down)   7.952 / 6.365 eV
LUMO (spin up / spin down)   0.45 / 0.04 eV

Each line ends with the Mulliken charge.
CARTESIAN COORDINATES (ANGSTROEM)
H1 -0.925 -3.029 1.791  0.3425
O1 1.394 -0.827 -0.719  -0.7108
O2 -1.131 1.390 0.688  -0.3775
H2 0.395 0.551 1.626  0.3554
H3 1.931 -0.095 -2.425  0.4092
C1 -1.061 -0.908 1.374  -0.5357
H4 -1.935 -1.038 0.705  0.2882
C2 0.544 0.009 -0.397  0.3805
N1 0.228 1.220 -1.182  0.1235
C3 -0.286 -2.170 1.523  -1.1562
H5 0.376 2.305 -2.955  0.3952
C4 0.716 1.439 -2.382  -0.0363
C5 -0.315 0.263 0.972  0.2314
H6 -0.039 -2.346 0.536  0.3377
O3 1.625 0.688 -2.982  -0.5513
H7 -0.056 3.038 -0.136  0.3910
H8 -1.600 -0.627 2.285  0.3200
C6 -0.488 2.101 -0.347  -0.5496
H9 0.627 -1.965 2.024  0.3428

# 2
Entry from OMol25: one molecule with the formula C5H11NO (ωB97M-V with the def2-TZVPD basis set).

Computed properties:
HOMO-LUMO gap   10.147 eV
LUMO   0.86 eV
SMILES   CC(C)N(C)C=O

Each line ends with the Mulliken charge.
CARTESIAN COORDINATES (ANGSTROEM)
H1 0.331 -1.134 1.943  0.3714
H2 -0.693 0.299 2.139  0.2709
H3 -0.806 1.998 0.143  0.3294
H4 1.061 0.420 2.377  0.4090
H5 -1.928 -1.604 0.016  0.3147
H6 0.643 -2.086 -2.113  0.4008
H7 0.107 1.591 -1.320  0.3529
C1 -1.479 -0.723 -0.450  -0.8595
C2 0.561 0.253 0.309  0.1041
C3 0.892 -1.221 -1.483  -0.0910
N1 -0.012 -0.780 -0.535  0.0740
C4 0.281 -0.050 1.777  -1.3650
H8 1.626 0.160 0.142  0.5474
H9 -1.730 0.113 0.221  0.2678
O1 2.014 -0.746 -1.588  -0.5649
H10 -1.960 -0.473 -1.398  0.3482
H11 0.932 2.350 0.046  0.3804
C5 0.160 1.632 -0.224  -1.2907

# 3
Entry from OMol25: one molecule with the formula C5H8O (ωB97M-V with the def2-TZVPD basis set).

Computed properties:
HOMO-LUMO gap   8.522 eV
LUMO   0.53 eV
SMILES   C[C@]12C[C@]1(O)C2

Each line ends with the Mulliken charge.
CARTESIAN COORDINATES (ANGSTROEM)
H1 -0.312 0.467 -1.985  0.4353
H2 0.085 -1.261 -2.025  0.3807
H3 -1.563 -0.739 -1.634  0.3825
C1 -0.168 -0.572 0.008  0.1908
H4 2.138 -0.444 0.596  0.2425
H5 0.352 -0.608 2.249  0.4185
H6 -1.571 0.686 1.469  0.2431
C2 1.324 0.074 0.094  -0.6664
H7 -1.293 1.351 -0.201  0.3014
C3 -0.898 0.752 0.617  -0.6650
H8 1.599 0.470 -0.882  0.3001
O1 0.645 0.335 2.294  -0.4403
C4 -0.502 -0.503 -1.494  -1.4961
C5 0.485 0.794 1.019  0.3729

# 4
Entry from OMol25: a 2-piece molecular cluster, C5H9N4O2 overall at a distorted geometry (ωB97M-V with the def2-TZVPD basis set).

Computed properties:
HOMO-LUMO gap   9.276 eV
LUMO   -4.72 eV
Total charge   +1

Each line ends with the Mulliken charge.
CARTESIAN COORDINATES (ANGSTROEM)
C1 -1.012 1.983 3.340  -0.1351
H1 1.646 -0.736 0.570  0.2958
H2 -0.628 0.728 0.355  0.3787
N1 -1.735 2.106 2.101  0.9137
C2 -1.755 1.726 4.551  0.0358
C3 1.025 -0.505 -0.390  -0.8348
N2 -0.425 -0.328 -0.058  -0.1584
H3 -0.801 -1.009 0.527  0.3396
H4 -0.667 -0.081 -1.929  0.4296
N3 1.458 1.881 3.423  -0.2481
O1 -1.108 1.868 1.047  -0.6919
C4 0.286 1.970 3.337  0.5609
H5 -2.244 0.255 -1.189  0.2792
H6 -1.562 -1.445 -1.441  0.3685
H7 1.230 0.449 -0.923  0.3518
C5 -1.310 -0.387 -1.225  -0.8873
N4 -2.502 1.500 5.375  -0.2871
H8 2.214 2.522 3.534  0.3385
H9 1.134 -1.443 -0.900  0.3906
O2 -2.871 2.486 2.103  -0.4400

# 5
Entry from OMol25: C24H43N6NaO4S as an isolated structure at a distorted geometry (ωB97M-V with the def2-TZVPD basis set).

Computed properties:
HOMO-LUMO gap   7.868 eV
LUMO   -0.28 eV

Each line ends with the Mulliken charge.
CARTESIAN COORDINATES (ANGSTROEM)
H1 3.312 -1.450 -2.259  0.3068
H2 1.570 0.156 3.243  0.3285
C1 -1.465 6.416 3.153  0.0098
H3 4.239 -0.098 -2.939  0.4462
H4 0.992 4.361 4.110  0.4315
H5 -3.042 -1.812 0.709  0.2335
C2 1.690 2.466 0.570  -1.7618
C3 2.301 1.820 -2.764  -1.9211
C4 -1.825 4.139 2.460  0.0959
H6 3.164 1.187 1.438  0.5991
O1 -2.427 2.256 -2.634  -0.8031
H7 2.788 -0.680 -3.761  0.3653
C5 2.121 -1.253 1.133  -0.9876
N1 -2.184 5.482 2.505  -0.0500
H8 0.981 -5.129 0.371  0.4541
C6 0.061 4.698 3.663  0.2442
N2 -1.762 -0.945 -1.509  1.6032
C7 -1.323 -4.064 1.230  -1.8969
H9 -1.837 7.430 3.135  0.4014
C8 -0.318 6.057 3.785  -0.9706
C9 -0.592 -3.660 -0.054  2.3767
C10 -3.486 -2.212 -0.203  -1.8978
C11 3.128 0.773 -0.632  -2.3914
H10 0.287 6.770 4.320  0.3775
O2 -1.148 1.858 -0.832  -0.5942
H11 -1.762 -0.666 -3.611  0.2536
C12 -1.059 -0.933 -2.807  -1.6282
H12 -2.092 -4.804 1.010  0.4000
C13 -0.439 -0.452 2.769  0.3428
H13 0.665 -0.265 -3.829  0.6636
H14 0.718 -2.495 2.233  0.3171
H15 1.941 1.656 -3.779  0.3992
H16 1.414 2.861 1.548  0.4569
H17 -3.198 0.232 -0.501  0.5889
H18 -2.176 -4.330 -1.301  0.6438
H19 1.059 -4.426 -1.256  0.4141
H20 -3.036 5.712 2.015  0.2446
C14 0.385 -4.768 -0.467  -2.0307
Na1 -1.389 0.879 0.758  0.7368
H21 -3.477 0.073 -2.261  0.4764
C15 -2.036 1.569 -1.692  -0.0645
H22 -3.835 -3.226 -0.013  0.4317
S1 -2.824 3.074 1.703  -0.4456
H23 3.761 1.646 -0.797  0.6952
N3 1.435 0.036 1.115  1.5000
N4 -0.632 3.796 3.027  -0.1786
N5 0.154 -2.392 0.215  1.5649
H24 3.829 -0.041 -0.446  0.3470
C16 0.142 0.010 -2.910  -1.2811
H25 -0.693 -1.934 -3.022  0.5065
H26 0.519 -1.943 -0.645  -0.0483
H27 -0.519 -1.654 0.633  -0.5866
H28 2.389 3.172 0.121  0.5173
C17 -2.711 0.180 -1.481  -1.2828
H29 1.623 2.517 -2.268  0.3637
C18 -2.476 -2.230 -1.352  0.4066
H30 -0.180 -5.618 -0.848  0.4476
C19 1.203 -2.457 1.259  -1.1690
H31 -1.791 -3.203 1.707  0.3204
H32 0.595 0.372 -1.005  -0.6731
H33 -0.208 1.034 -3.031  0.4608
C20 0.855 0.326 2.427  -0.6449
H34 2.868 -1.298 1.943  0.2607
C21 2.368 1.098 0.674  0.2579
C22 3.233 -0.494 -2.781  -1.8442
O3 -1.208 -0.750 1.772  -0.8343
C23 -1.533 -3.448 -1.252  -2.1155
H35 -0.910 -3.488 -2.146  0.4842
H36 0.793 2.432 -0.049  0.1689
H37 2.639 -1.375 0.187  0.2713
H38 3.290 2.274 -2.834  0.4912
H39 -4.354 -1.608 -0.460  0.4813
H40 -3.049 -2.418 -2.280  0.4672
H41 -0.629 -4.506 1.946  0.4269
C24 2.381 0.496 -1.977  2.0644
H42 1.812 -3.350 1.147  0.6794
H43 0.547 1.374 2.475  0.0755
N6 1.051 -0.123 -1.765  0.9879
O4 -0.675 -0.687 3.943  -0.7880

# 6
Entry from OMol25: C33H28ClIN2O2PPd as an isolated structure at a distorted geometry (ωB97M-V with the def2-TZVPD basis set).

Computed properties:
HOMO-LUMO gap   5.470 eV
LUMO   -4.15 eV
Total charge   +1

Each line ends with the Mulliken charge.
CARTESIAN COORDINATES (ANGSTROEM)
H1 0.608 -0.703 -2.717  0.2753
H2 1.051 -0.262 1.933  0.3543
H3 -4.780 -2.313 -0.284  0.5060
C1 1.945 2.992 -0.695  0.0695
H4 -4.591 1.461 1.138  0.3410
Cl1 4.339 6.061 0.300  -0.2536
C2 2.427 4.310 -0.503  0.3763
H5 0.606 -4.451 1.139  0.3368
O1 -4.131 -0.186 0.013  -0.4567
C3 -1.367 -4.006 -0.719  -0.9491
C4 -3.819 -2.793 -0.389  -1.0160
C5 -2.521 -4.759 -0.820  -0.8585
C6 1.758 -1.602 3.474  -0.9318
C7 2.781 -3.903 -2.628  -0.8139
C8 2.799 1.844 -0.443  0.5650
C9 -2.861 3.898 1.127  -1.8059
H6 -1.065 3.516 -1.835  0.6788
C10 1.537 -3.946 2.991  -0.8971
C11 -2.852 -0.577 -0.081  0.5477
C12 4.164 2.122 -0.183  -0.5141
C13 0.806 -2.320 1.383  0.7489
H7 3.395 -4.791 -2.598  0.4249
H8 2.411 -3.167 4.780  0.4099
C14 3.777 4.491 -0.101  0.5675
H9 -1.073 2.712 0.932  -0.0647
C15 -2.659 -2.015 -0.270  -0.1715
P1 0.169 -1.772 -0.228  1.2592
O2 2.348 0.666 -0.477  -0.3532
C16 -1.413 -2.648 -0.421  1.2622
H10 -2.382 4.608 1.795  0.4361
H11 -2.857 4.328 0.127  0.4093
I1 5.395 0.444 0.013  0.0479
C17 -2.688 1.654 0.023  -0.1889
H12 -0.471 5.863 -1.333  0.4630
H13 -2.459 -5.813 -1.036  0.4712
C18 -2.259 1.879 2.516  -1.5927
C19 2.757 -3.115 -3.766  -0.5468
H14 2.075 -4.166 -0.628  0.3362
C20 4.639 3.412 -0.013  -0.4093
H15 -3.894 3.776 1.443  0.3628
H16 -4.664 -4.720 -0.737  0.4213
H17 -2.532 2.175 -0.936  0.4616
C21 1.195 -1.299 2.248  -0.2098
H18 1.840 6.385 -0.555  0.4493
C22 -0.104 3.752 -1.399  -0.6438
C23 0.952 -3.649 1.772  -0.1967
H19 -0.408 -4.470 -0.890  0.3339
H20 5.677 3.587 0.220  0.4479
H21 -1.706 0.940 2.522  0.2928
H22 1.972 -1.343 -4.687  0.4326
H23 3.356 -3.387 -4.622  0.4141
C24 1.219 -1.621 -2.705  -0.3706
N1 0.695 2.731 -1.137  -0.3146
C25 1.949 -2.927 3.835  -0.5484
C26 1.226 -2.421 -1.559  0.7792
Pd1 0.174 0.550 -0.593  0.2661
C27 1.521 5.368 -0.717  -0.7727
H24 1.674 -4.977 3.282  0.4338
C28 0.252 5.081 -1.161  -0.8376
H25 -3.299 1.685 2.763  0.3350
C29 -4.164 1.228 0.160  -0.5926
C30 2.023 -3.559 -1.520  -0.0852
H26 -4.803 1.639 -0.622  0.2810
H27 2.057 -0.810 4.145  0.4418
H28 -1.849 2.524 3.288  0.4919
N2 -1.985 0.376 -0.050  0.3451
C31 1.978 -1.967 -3.805  -0.8299
C32 -2.142 2.552 1.151  1.1221
C33 -3.753 -4.147 -0.648  -0.7733